This record from the Open Molecules 2025 dataset describes 2 unconnected molecules or ions with the total composition CHN3O. The level of theory is the ωB97M-V functional and the def2-TZVPD basis.

```
! RIJCOSX wB97M-V def2-TZVPD def2/J DEFGRID3
* xyz 0 1
N -1.4642 -0.8303 0.4189
C -0.6767 0.0004 0.7628
O 0.2625 0.5313 1.1520
H -1.9416 -0.9951 -0.4031
N 1.4101 0.4311 -1.1051
N 2.4099 0.8627 -0.8255
*
```

Computed properties:
structure (SMILES) = N=C=O.N#N
HOMO level = -11.136 eV
DFT total energy = -7571.453 eV
LUMO = 0.882 eV